Entry 1:
Formula: C6H12O
Source: the OMol25 dataset
Level of theory: ωB97M-V/def2-TZVPD

XYZ file:
```
19
Properties=species:S:1:pos:R:3:forces:R:3:lowdin_charge:R:1
O -1.227 1.241 -0.630 -0.0975 -0.0061 0.0675 -0.154
C -1.610 -0.296 1.117 0.0108 -0.0437 0.1186 -0.031
C -0.711 0.805 0.575 0.3650 -0.1941 0.2806 -0.440
C 1.441 -2.122 -0.269 0.4100 0.0875 0.1239 -0.100
C 0.716 0.173 0.400 -0.7265 -1.1594 0.6265 -0.128
C 1.134 -0.680 -0.568 -0.3699 0.2329 0.2016 -0.153
C -0.220 2.061 -1.161 0.3724 0.2450 0.1160 -0.114
H -1.208 -0.686 2.054 -0.0879 -0.0175 -0.0450 0.082
H 2.420 -2.469 -0.592 0.1318 -0.0830 0.0215 0.062
H 1.149 0.060 1.386 -0.2086 -0.8138 0.3935 0.107
H 1.094 -0.422 -1.629 -0.7810 -0.0860 0.1657 0.109
H -2.625 0.075 1.294 0.1821 0.0484 -0.0192 0.084
H -0.473 2.138 -2.236 1.1021 -0.1993 0.3714 0.102
H -0.281 3.076 -0.743 -0.0132 0.0095 0.0435 0.083
H 0.691 -2.725 -0.819 0.2877 0.3315 0.2036 0.088
H -1.658 -1.111 0.386 0.0260 0.1496 0.1286 0.089
H -0.643 1.654 1.281 0.0194 -0.2077 -0.0080 0.146
H 0.731 1.552 -0.641 -0.8833 1.7463 -2.5850 0.093
H 1.279 -2.325 0.796 0.2605 -0.0401 -0.2053 0.074
```
Forces are in eV/Å.

As for the energy above the lowest of the compared OMol25 structures with the same formula, charge and spin: 80.3 kcal/mol. Its spin multiplicity is 1. The LUMO energy is 0.9 eV. The net charge is 0. Its structure (SMILES) is C/C=C/[C@H](C)OC.



Entry 2:
Formula: C6H12O
Source: the OMol25 dataset
Level of theory: ωB97M-V/def2-TZVPD

XYZ file:
```
19
Properties=species:S:1:pos:R:3:forces:R:3:lowdin_charge:R:1
O 1.033 -1.375 -0.512 -0.1429 -0.0443 0.0048 -0.064
C 1.572 -0.332 0.344 0.0439 0.1602 0.1210 -0.345
C 2.428 0.627 -0.475 -0.0020 -0.0620 0.0109 -0.043
C -1.978 0.819 -0.259 0.1375 -0.1582 -0.1895 -0.079
C -0.727 0.010 -0.070 0.0327 -0.0755 -0.0077 -0.314
C -0.264 -1.020 -0.781 -0.2258 0.3470 0.0451 -0.122
C 0.341 0.374 0.940 0.0297 0.0483 0.0178 -0.100
H 1.815 1.167 -1.209 0.0768 -0.1644 0.1325 0.089
H -2.646 0.353 -0.993 0.1037 0.0938 0.1743 0.069
H -3.203 -2.167 0.105 -0.7962 -0.4039 -0.2648 0.050
H -2.599 -1.865 0.355 0.6919 0.3197 0.2967 0.024
H 2.175 -0.852 1.093 -0.0578 0.1525 -0.0757 0.142
H 2.890 1.368 0.190 -0.0714 -0.1588 -0.1150 0.084
H -2.543 0.999 0.667 0.2295 -0.1341 -0.1814 0.078
H -1.672 1.796 -0.663 -0.2448 -0.0956 0.1358 0.080
H 0.483 1.459 1.027 0.0917 -0.1664 -0.0388 0.118
H 0.094 -0.003 1.944 -0.0366 0.0648 -0.1945 0.122
H -0.774 -1.626 -1.526 0.2255 0.2147 0.0851 0.129
H 3.219 0.088 -1.003 -0.0854 0.0622 0.0433 0.080
```
Forces are in eV/Å.

As for the energy above the lowest of the compared OMol25 structures with the same formula, charge and spin: 41.1 kcal/mol. Its spin multiplicity is 1. The LUMO energy is 1.1 eV. The net charge is 0. Its structure (SMILES) is CC1=CO[C@@H](C)C1.[H][H].